1.
# C6H14NO

A gas-phase ion, C6H14NO (charge +2) at a distorted geometry (ωB97M-V/def2-TZVPD, OMol25).

CARTESIAN COORDINATES (ANGSTROEM)
C (-1.8151, 1.4163, 0.4492)
O (-2.2196, 2.0091, 1.6269)
C (-0.6390, 0.4755, 0.5611)
C (0.1074, 0.1260, -0.7991)
C (1.4628, -0.4851, -0.9240)
C (1.7274, -1.2080, -2.0768)
C (2.3416, -0.4791, 0.2378)
N (-1.2060, -0.9939, 0.9708)
H (-2.5995, 0.6589, 0.2252)
H (-1.7590, 2.1451, -0.3999)
H (-2.6835, 2.9076, 1.4788)
H (-0.0763, 0.8850, 1.4671)
H (0.2437, 1.0803, -1.2988)
H (-0.6424, -0.3274, -1.3475)
H (0.9491, -1.2756, -2.9153)
H (2.6637, -1.7934, -2.1730)
H (2.6091, -1.4672, 0.5490)
H (2.0140, 0.2568, 1.0284)
H (3.3671, -0.0723, -0.0593)
H (-0.6785, -1.7583, 0.4024)
H (-0.9799, -1.1192, 2.0509)
H (-2.1872, -0.9813, 0.9460)

LUMO (spin up / spin down): -8.707 / -12.292 eV
largest force on an atom: 5.33 eV Å⁻¹
charge: +2
orbital gap (spin up / spin down): 9.185 / 5.597 eV
⟨S²⟩: 0.75
E_HOMO (spin up / spin down): -17.89 / -17.89 eV
2S+1: 2
energy above the lowest of the compared OMol25 structures with the same formula, charge and spin: 38.6 kcal per mole

=====

2.
# C30H81BF4O11V

A molecular structure, C30H81BF4O11V at a distorted geometry (ωB97M-V/def2-TZVPD, OMol25).

CARTESIAN COORDINATES (ANGSTROEM)
V (0.2492, -14.1788, -0.4408)
O (1.7626, -13.0290, -1.3147)
H (2.4046, -12.6183, -1.9259)
B (-2.6327, -16.0619, -0.1807)
F (-1.5644, -15.3021, 0.2042)
F (-2.3012, -17.3838, 0.1604)
F (-3.7478, -15.6727, 0.5407)
F (-2.8822, -15.8594, -1.5345)
C (-1.4910, -14.3104, 5.1373)
C (-2.1413, -13.3750, 4.1228)
C (-2.2983, -11.9197, 4.4522)
O (-1.5142, -13.5903, 2.9158)
H (-0.4302, -14.1593, 5.3370)
H (-1.5552, -15.3734, 4.9048)
H (-2.0231, -14.1964, 6.0817)
H (-3.1858, -13.6776, 4.1976)
H (-1.3402, -11.4007, 4.4230)
H (-2.6528, -11.7715, 5.4722)
H (-3.0623, -11.4737, 3.8154)
H (-1.4728, -14.5445, 3.0126)
C (-4.8560, -13.0131, 1.8259)
C (-6.0938, -13.0097, 0.9379)
C (-7.0981, -13.9674, 1.3257)
O (-6.5772, -11.7059, 1.0596)
H (-5.0542, -12.6099, 2.8190)
H (-3.9555, -12.4875, 1.5083)
H (-4.3718, -13.9802, 1.9617)
H (-5.7827, -13.3752, -0.0407)
H (-7.9653, -13.8011, 0.6867)
H (-7.4636, -13.6892, 2.3142)
H (-6.7595, -15.0035, 1.3126)
H (-6.5041, -11.6319, 2.0139)
C (1.7468, -12.9738, 3.4652)
C (2.1327, -13.2090, 2.0143)
C (3.6228, -13.5536, 1.7568)
O (1.2830, -14.2229, 1.5394)
H (0.9067, -12.2997, 3.6324)
H (2.5488, -12.4028, 3.9330)
H (1.5278, -13.9371, 3.9258)
H (1.9455, -12.3108, 1.4258)
H (4.0173, -14.3454, 2.3936)
H (4.1486, -12.6764, 2.1339)
H (3.9768, -13.7793, 0.7509)
H (1.2514, -14.8365, 2.2771)
C (4.0845, -14.7410, -3.7188)
C (5.1284, -14.2997, -2.6569)
C (6.3847, -13.8118, -3.3168)
O (4.5736, -13.1889, -1.9625)
H (4.0083, -15.8248, -3.6313)
H (4.4061, -14.4688, -4.7241)
H (3.0758, -14.3681, -3.5414)
H (5.4618, -15.1135, -2.0130)
H (7.1560, -13.4585, -2.6325)
H (6.1751, -12.9912, -4.0031)
H (6.8514, -14.6676, -3.8046)
H (3.7126, -13.3229, -1.5596)
C (3.0404, -17.0050, 3.0832)
C (1.8324, -17.3113, 3.9807)
C (2.0522, -17.1569, 5.4827)
O (0.8352, -16.4878, 3.4156)
H (2.7740, -16.8747, 2.0344)
H (3.5403, -17.9667, 2.9678)
H (3.7072, -16.2105, 3.4182)
H (1.6342, -18.3605, 3.7614)
H (2.8806, -17.7215, 5.9106)
H (1.1416, -17.4900, 5.9806)
H (2.2157, -16.1173, 5.7665)
H (-0.0395, -16.8657, 3.5326)
C (-0.8630, -15.5384, -4.8220)
C (-0.5550, -14.3092, -3.8935)
C (-1.3266, -13.0180, -4.2586)
O (-0.9166, -14.6221, -2.6473)
H (-0.4611, -15.3097, -5.8092)
H (-1.9320, -15.6797, -4.9812)
H (-0.4090, -16.4735, -4.4939)
H (0.5232, -14.2022, -4.0120)
H (-2.3952, -13.0966, -4.0584)
H (-1.1548, -12.8664, -5.3242)
H (-0.7655, -12.2933, -3.6685)
H (-1.8155, -14.9566, -2.6871)
C (3.0843, -9.9724, -1.8656)
C (1.8226, -9.9868, -2.7799)
C (2.3175, -9.2080, -4.0770)
O (1.5809, -11.3267, -3.1686)
H (3.9859, -10.4955, -2.1841)
H (2.8606, -10.3240, -0.8584)
H (3.3229, -8.9196, -1.7142)
H (0.9569, -9.5167, -2.3132)
H (1.7514, -9.5382, -4.9480)
H (3.3673, -9.3996, -4.2993)
H (2.2535, -8.1492, -3.8261)
H (1.6724, -11.8449, -2.3657)
C (-1.9145, -18.3254, 4.3247)
C (-2.8179, -17.5286, 3.3351)
C (-4.1850, -17.0328, 3.8637)
O (-1.9832, -16.4599, 2.7971)
H (-1.9898, -17.7825, 5.2668)
H (-0.9001, -18.3728, 3.9286)
H (-2.3384, -19.3035, 4.5520)
H (-2.9009, -18.2732, 2.5433)
H (-4.7173, -16.7086, 2.9695)
H (-4.0717, -16.1541, 4.4987)
H (-4.7605, -17.8188, 4.3527)
H (-2.5451, -16.2151, 2.0583)
C (-2.3700, -10.8084, -0.8616)
C (-1.1544, -11.0103, 0.1440)
C (-1.3604, -10.2402, 1.4431)
O (-0.9784, -12.3517, 0.5435)
H (-2.5253, -9.7499, -1.0704)
H (-3.3152, -11.2525, -0.5495)
H (-2.1838, -11.2713, -1.8306)
H (-0.2280, -10.6856, -0.3296)
H (-0.5527, -10.4460, 2.1454)
H (-2.3241, -10.4967, 1.8831)
H (-1.4918, -9.1706, 1.2792)
H (-1.3595, -12.4298, 1.4211)
C (2.5532, -17.4619, -1.0514)
C (1.3039, -16.7902, -1.5067)
C (0.3022, -17.7822, -2.0715)
O (0.7892, -16.2777, -0.3519)
H (3.3300, -16.8113, -0.6496)
H (3.0370, -17.9356, -1.9055)
H (2.3349, -18.2177, -0.2970)
H (1.5423, -16.0777, -2.2964)
H (0.0847, -18.4764, -1.2598)
H (0.8083, -18.3442, -2.8564)
H (-0.5909, -17.3474, -2.5203)
H (0.7118, -17.1331, 0.0770)

LUMO (spin up / spin down): 0.483 / 0.484 eV
largest force on an atom: 4.28 eV Å⁻¹
orbital gap (spin up / spin down): 8.433 / 9.936 eV
⟨S²⟩: 3.75
E_HOMO (spin up / spin down): -7.95 / -9.45 eV
2S+1: 4
energy above the lowest of the compared OMol25 structures with the same formula, charge and spin: 21.0 kcal per mole

=====

3.
# C10H10ClN2O2ReS5Sb

A molecular structure, C10H10ClN2O2ReS5Sb at a distorted geometry (ωB97M-V/def2-TZVPD, OMol25).

CARTESIAN COORDINATES (ANGSTROEM)
Re (-0.5754, 0.1044, 0.8056)
S (3.2972, -2.9224, 4.3405)
Sb (3.0277, -0.9034, 3.7125)
S (0.8945, -1.2551, 1.3817)
S (-1.2322, 1.2445, 2.3841)
S (3.3001, 1.2071, 3.4695)
S (-2.2962, -1.2835, 0.1499)
C (-3.8516, -0.4412, 0.2205)
N (-4.9426, -1.1641, 0.1719)
C (-6.1588, -0.3181, 0.1933)
C (-5.5663, 1.1084, 0.2747)
N (-4.1031, 0.8474, 0.2833)
H (-4.9594, -2.1741, 0.1453)
H (-6.7632, -0.5718, 1.0607)
H (-6.7387, -0.4832, -0.7113)
H (-5.8524, 1.6328, 1.1828)
H (-5.8228, 1.7152, -0.5901)
H (-3.4080, 1.5761, 0.2828)
Cl (2.3663, 2.0015, -6.7429)
C (1.5467, 2.1221, -5.2454)
C (0.6559, 3.1692, -5.0364)
C (-0.0030, 3.2721, -3.8356)
C (0.2408, 2.3097, -2.8261)
C (1.1477, 1.2565, -3.0491)
C (1.7910, 1.1691, -4.2573)
C (-0.4789, 2.5373, -1.6477)
O (-1.2275, 3.2087, -1.0999)
O (-0.0671, 1.1454, -0.4706)
H (0.4944, 3.8960, -5.8204)
H (-0.6950, 4.0847, -3.6592)
H (1.3480, 0.5278, -2.2785)
H (2.4945, 0.3734, -4.4579)

LUMO: -12.085 eV
largest force on an atom: 1.74 eV Å⁻¹
charge: +3
orbital gap: 5.065 eV
E_HOMO: -17.15 eV

=====

4.
# C6H15Cl4HgNO2

A molecular structure, C6H15Cl4HgNO2 at a distorted geometry (ωB97M-V/def2-TZVPD, OMol25).

CARTESIAN COORDINATES (ANGSTROEM)
Hg (-0.9461, 0.6381, -2.1023)
Cl (-0.2315, -0.9208, -4.1874)
Cl (-1.1209, 2.5622, -4.2066)
Cl (-3.5587, -0.3395, -2.1576)
Cl (-1.4014, 2.5008, -0.2031)
C (2.4648, 1.6768, -2.1710)
O (1.4113, 0.7925, -1.7821)
C (1.9299, 0.1532, -0.5919)
C (0.7774, -0.3602, 0.3804)
N (-0.2382, -0.9350, -0.4047)
C (-1.4116, -1.2072, 0.5387)
C (-1.1315, -1.8378, 2.0485)
O (-0.2943, -0.9501, 2.8966)
C (-1.0273, 0.1835, 3.3693)
H (3.3443, 1.1749, -2.5743)
H (2.7445, 2.4454, -1.4505)
H (2.1637, 2.1351, -3.1130)
H (2.6130, 0.7614, 0.0010)
H (2.4193, -0.7420, -0.9757)
H (0.5325, 0.6401, 0.7374)
H (1.1973, -1.0601, 1.1028)
H (0.1145, -1.8530, -0.6347)
H (-2.0461, -1.9488, 0.0533)
H (-2.0287, -0.3127, 0.6234)
H (-0.5737, -2.7635, 1.9072)
H (-2.0963, -2.1050, 2.4797)
H (-1.8430, -0.0342, 4.0588)
H (-1.2895, 0.7397, 2.4693)
H (-0.4738, 0.9660, 3.8884)

LUMO (spin up / spin down): 2.740 / -0.860 eV
largest force on an atom: 4.64 eV Å⁻¹
charge: -1
orbital gap (spin up / spin down): 8.144 / 4.487 eV
⟨S²⟩: 0.77
E_HOMO (spin up / spin down): -5.40 / -5.35 eV
2S+1: 2